Computed, not measured: a gas-phase ion, C21H29N4 (charge +1) in a non-equilibrium geometry, with wB97M-V/def2-TZVPD.

Atoms and positions in Å:
C (-0.39633, 1.77464, -3.53548)
N (-0.98216, 1.04828, -2.37960)
N (-0.53393, -0.13868, -1.96339)
C (0.39653, -0.79261, -3.03990)
C (-0.80012, -0.46787, -0.46187)
C (0.21022, -1.45293, 0.03077)
C (1.14998, -1.15399, 1.03701)
C (2.18594, -2.05336, 1.32945)
C (2.18779, -3.28926, 0.66225)
C (1.15661, -3.64602, -0.22433)
C (0.17077, -2.72952, -0.53760)
C (1.38699, -5.01533, -0.75602)
C (2.80612, -5.37649, -0.23820)
N (3.14997, -4.24826, 0.63762)
C (4.44505, -4.17826, 1.26476)
C (-1.00012, 0.86188, 0.19669)
C (0.07730, 1.69093, 0.59484)
C (-0.18639, 2.84001, 1.34707)
C (-1.50855, 3.23347, 1.53097)
C (-2.58145, 2.48839, 0.99978)
C (-2.33021, 1.29821, 0.34356)
C (-3.87311, 3.16413, 1.25245)
C (-3.45810, 4.51772, 1.89243)
N (-2.01015, 4.39008, 2.06230)
C (-1.24278, 5.50356, 2.56894)
H (-1.18895, 2.44132, -3.87923)
H (0.47628, 2.40317, -3.24324)
H (-0.12985, 1.16065, -4.39313)
H (-1.40537, 1.67123, -1.72256)
H (-1.33085, -0.81865, -1.88344)
H (1.09157, -1.52470, -2.57090)
H (-0.24694, -1.31431, -3.81629)
H (1.02805, -0.03605, -3.51857)
H (-1.73538, -0.98464, -0.06924)
H (1.11793, -0.24545, 1.61176)
H (2.96938, -1.82867, 2.03015)
H (-0.66372, -3.03345, -1.17331)
H (1.38074, -5.05095, -1.85531)
H (0.65162, -5.73598, -0.35761)
H (3.55085, -5.44575, -1.05885)
H (2.81630, -6.32837, 0.32834)
H (4.56762, -3.20594, 1.75623)
H (4.57639, -4.97251, 2.01657)
H (5.23960, -4.30912, 0.51341)
H (1.10003, 1.40344, 0.39336)
H (0.61003, 3.42315, 1.80798)
H (-3.15717, 0.66326, 0.01861)
H (-4.42502, 3.35360, 0.32063)
H (-4.51135, 2.58557, 1.93812)
H (-3.97121, 4.69251, 2.85693)
H (-3.69363, 5.37076, 1.22254)
H (-0.26580, 5.15269, 2.91598)
H (-1.09295, 6.26964, 1.78856)
H (-1.77803, 5.97480, 3.40801)

## Properties
HOMO energy = -9.84 eV
Structure (SMILES) = CN[N@@H+](C)C(c1ccc2c(c1)CCN2C)c1ccc2c(c1)CCN2C
Spin multiplicity = 1
Gap between HOMO and LUMO = 0.28006 Eh
Net charge = +1
Calculated total energy = -28197.886 eV

Here are the natural (NBO) charges for atoms 1 to 2, given in e: -0.429, -0.501

=====

Computed, not measured: 2 unconnected molecules or ions with the total composition C6H12O2, with wB97M-V/def2-TZVPD.

Atoms and positions in Å:
C (-0.20574, -0.27573, -0.24586)
C (1.24430, -0.44018, -0.07017)
C (-0.53212, 0.14714, -1.67880)
C (-0.97966, -1.55881, 0.12776)
C (1.04340, 1.82776, 0.73120)
C (-0.89695, 0.84383, 0.79506)
O (1.78381, -1.30768, 0.79882)
O (-1.88272, 1.45361, 0.43325)
H (1.12251, -1.61696, 1.43295)
H (1.94383, -0.18713, -0.85177)
H (-0.81394, 0.47703, 1.84202)
H (-1.58238, 0.43083, -1.73943)
H (-2.04133, -1.39573, -0.05687)
H (-0.64520, -2.41068, -0.46702)
H (0.05407, 1.01290, -1.99277)
H (-0.33624, -0.66856, -2.37762)
H (-0.88740, -1.81836, 1.18750)
H (1.60938, 2.69597, 1.06433)
H (0.86673, 1.80290, -0.32494)
H (1.13565, 0.98784, 1.39235)

## Properties
HOMO energy (spin up / spin down) = -7.26 / -7.78 eV
Spin multiplicity = 1
Gap between HOMO and LUMO (spin up / spin down) = 0.25731 / 0.29513 Eh
Calculated total energy = -10506.544 eV

Here are the natural (NBO) charges for atoms 1 to 2, given in e: -0.259, 0.315

=====

Computed, not measured: a single C6H10O molecule, with wB97M-V/def2-TZVPD.

Atoms and positions in Å:
C (0.55891, 1.78769, 1.01796)
C (1.44587, 1.21564, 0.20089)
O (1.84486, -0.07500, -0.00939)
C (0.92139, -1.15680, 0.11709)
C (-0.41043, -0.74057, -0.46799)
C (-0.38944, 0.25252, -1.35415)
C (-1.70258, -1.23571, 0.11513)
H (-0.22804, 1.29782, 1.58822)
H (0.59123, 2.87466, 1.07178)
H (1.94972, 1.86182, -0.51489)
H (1.42381, -2.00113, -0.37478)
H (0.80170, -1.46018, 1.16982)
H (0.54582, 0.53064, -1.81941)
H (-1.21380, 0.95087, -1.45889)
H (-2.32969, -1.52109, -0.73183)
H (-2.24064, -0.46686, 0.69114)
H (-1.56364, -2.11337, 0.75394)

## Properties
HOMO energy = -8.59 eV
Structure (SMILES) = C=COCC(=C)C
Spin multiplicity = 1
Gap between HOMO and LUMO = 0.35271 Eh
Calculated total energy = -8429.043 eV

Here are the natural (NBO) charges for atoms 1 to 2, given in e: -0.525, 0.158

=====

Computed, not measured: a single C4H9NO2 molecule, with wB97M-V/def2-TZVPD.

Atoms and positions in Å:
C (-2.17532, 0.09500, -0.45699)
C (-0.74588, 0.44778, -0.06192)
C (-0.25487, -0.25277, 1.17146)
O (1.21243, -0.24675, 1.00813)
C (1.49175, -0.22729, -0.28456)
O (1.09655, -1.12244, -1.19233)
N (2.61908, 0.40849, -0.58829)
H (-2.94251, 0.42157, 0.26782)
H (-2.44344, 0.55236, -1.41764)
H (-2.30884, -0.99184, -0.57587)
H (0.12944, -0.84136, -1.17750)
H (-0.64654, 1.53388, 0.06513)
H (-0.38939, 0.20050, 2.16500)
H (-0.59273, -1.29670, 1.22482)
H (2.98196, 0.34553, -1.52564)
H (3.06136, 1.00072, 0.09643)

## Properties
HOMO energy = -6.80 eV
Spin multiplicity = 1
Gap between HOMO and LUMO = 0.27829 Eh
Calculated total energy = -9876.128 eV

Here are the natural (NBO) charges for atoms 1 to 2, given in e: -0.627, -0.655

=====

Computed, not measured: 9 unconnected molecules or ions with the total composition H18O9 in a non-equilibrium geometry, with wB97M-V/def2-TZVPD.

Atoms and positions in Å:
O (0.07437, -0.78500, 0.00601)
H (0.19275, -0.93720, 0.90171)
H (-0.42935, 0.05017, -0.18309)
O (-0.67899, -2.91116, -0.54301)
H (0.25018, -2.59738, -0.61683)
H (-1.16746, -2.12438, -0.76562)
O (3.62419, 2.74876, 1.97373)
H (2.67771, 2.61269, 1.98773)
H (3.96145, 3.24717, 2.81369)
O (1.72272, 3.47098, -1.54012)
H (0.75387, 3.64364, -1.45594)
H (2.00041, 2.77871, -0.93559)
O (-3.92268, -1.78013, 1.95980)
H (-4.75008, -1.55511, 1.43547)
H (-3.67878, -2.63710, 1.63982)
O (2.77782, -1.10837, 0.88941)
H (3.11369, -1.95280, 0.90524)
H (3.39335, -0.65469, 1.52082)
O (-2.91656, 3.47138, -0.80258)
H (-2.73234, 3.18476, -1.69537)
H (-2.20772, 2.91033, -0.28887)
O (2.95126, -3.30919, -1.53110)
H (2.27572, -3.03749, -2.22923)
H (2.79338, -4.25918, -1.52787)
O (-3.58013, 0.59499, -0.32979)
H (-3.57308, -0.25071, -0.87639)
H (-2.92570, 1.18632, -0.71203)

## Properties
HOMO energy = -10.47 eV
Structure (SMILES) = O.O.O.O.O.O.O.O.O
Spin multiplicity = 1
Gap between HOMO and LUMO = 0.36973 Eh
Calculated total energy = -18717.672 eV

Here are the natural (NBO) charges for atoms 1 to 2, given in e: -0.959, 0.492

=====

Computed, not measured: a molecular structure, C23H20Cl3F6IrO5S2Sb, with wB97M-V/def2-TZVPD.

Atoms and positions in Å:
Ir (0.62949, -0.28715, 0.81797)
O (-2.35976, 2.00690, 2.42705)
C (-1.86684, 1.16524, 1.71865)
O (-0.61214, 0.80606, 1.89745)
C (-2.71504, 0.56091, 0.61028)
C (-3.93839, 1.18147, 0.40280)
C (-4.80917, 0.75772, -0.59428)
C (-4.47772, -0.30505, -1.41721)
C (-3.26905, -0.95392, -1.22546)
C (-2.40302, -0.52601, -0.21984)
S (-0.94479, -1.48055, -0.13957)
H (-4.19298, 2.01107, 1.04707)
H (-5.75359, 1.26875, -0.72567)
H (-5.15083, -0.63324, -2.19680)
H (-2.98934, -1.79322, -1.84980)
Cl (2.41088, 0.80754, 2.15740)
C (4.01058, 0.35274, 1.43688)
Cl (4.35569, 1.28060, -0.00185)
H (3.96945, -0.70442, 1.20751)
H (4.73126, 0.58361, 2.21228)
C (1.21136, 4.88952, -5.96778)
C (0.91885, 4.27700, -4.62880)
C (1.92862, 3.66507, -3.88486)
C (1.66510, 3.09218, -2.65438)
C (0.36429, 3.12964, -2.17007)
C (-0.66644, 3.71550, -2.89283)
C (-0.37723, 4.29481, -4.11617)
S (-0.03430, 2.43108, -0.60829)
C (0.76375, 3.56686, 0.51266)
O (0.88295, 1.17012, -0.58156)
H (2.28061, 4.92136, -6.16613)
H (0.81959, 5.90518, -6.02393)
H (0.73681, 4.31186, -6.76265)
H (2.93620, 3.63672, -4.27950)
H (2.44643, 2.59971, -2.09010)
H (-1.67830, 3.71875, -2.50599)
H (-1.17097, 4.76004, -4.68702)
H (1.83079, 3.58599, 0.29341)
H (0.56232, 3.21827, 1.52471)
H (0.31267, 4.54647, 0.35787)
F (2.13270, -1.25318, -0.23150)
Sb (2.78816, -3.18062, -0.36203)
F (2.23557, -3.08863, -2.14089)
F (0.99675, -3.61633, 0.10791)
F (3.36404, -4.94168, -0.40353)
F (3.12788, -2.92246, 1.47335)
F (4.42859, -2.37922, -0.75888)
Cl (-1.00755, -6.93089, 6.09512)
C (-0.84788, -5.65718, 4.95122)
C (0.18380, -4.73649, 5.09994)
C (0.31066, -3.71590, 4.18202)
C (-0.59417, -3.62017, 3.12224)
C (-1.62234, -4.55398, 2.97901)
C (-1.75113, -5.57488, 3.89728)
C (-0.42129, -2.54665, 2.16422)
O (-1.32859, -2.47058, 1.19442)
O (0.51112, -1.72517, 2.24406)
H (0.87402, -4.83126, 5.92558)
H (1.11101, -2.99510, 4.27231)
H (-2.31163, -4.48489, 2.14970)
H (-2.53745, -6.30989, 3.80496)

## Properties
HOMO energy = -12.07 eV
Spin multiplicity = 1
Gap between HOMO and LUMO = 0.29469 Eh
Net charge = +1
Calculated total energy = -119330.583 eV

Here are the natural (NBO) charges for atoms 1 to 2, given in e: 1.123, -0.565

=====

What are the energy relative to the best compared isomer or geometry (same formula, charge and spin) values for these records? In order: 72.9, 132.9, 50.7, 90.7, 102.9, 0.0 kcal/mol.